<a>
DFT (ωB97M-V/def2-TZVPD) results for 2 unconnected molecules or ions with the total composition CH4INOS.

Last column: Mulliken charge in e.
Geometry (Å):
C1 1.334 -0.499 0.010  -0.346
N1 0.797 0.121 1.008  0.146
O1 -0.338 -0.166 1.569  -0.508
H1 0.772 -1.380 -0.402  0.253
H2 2.332 -0.243 -0.421  0.253
H3 1.122 1.106 1.337  0.258
S1 -1.789 1.175 -0.773  -0.291
I1 -2.750 -0.955 -0.404  0.077
H4 -1.481 0.841 -1.924  0.157

Output
E_LUMO   -0.0165 hartree
SMILES   C=[NH+][O-].SI

***

<b>
DFT (ωB97M-V/def2-TZVPD) results for CH4INOS in the gas phase.

Last column: Mulliken charge in e.
Geometry (Å):
C1 -0.594 -0.803 0.498  -0.805
S1 0.326 0.567 -0.109  0.629
N1 -0.274 0.901 -1.457  -0.515
O1 0.432 1.489 0.961  -0.458
I1 2.968 -0.572 -0.010  -0.145
H1 -1.633 -0.446 0.463  0.327
H2 -0.735 -1.772 0.012  0.357
H3 -0.277 -1.146 1.449  0.343
H4 -0.212 1.782 -1.808  0.267

Output
E_LUMO   -0.0723 hartree
SMILES   C[S@@](=N)(=O)I

***

Energetically preferred structure: <b> | next structure: +14.2 kcal/mol

***

<a>
DFT (ωB97M-V/def2-TZVPD) results for C3H7NS in the gas phase.

Last column: Mulliken charge in e.
Geometry (Å):
C1 0.108 1.088 1.186  -0.773
N1 -0.082 1.040 -0.323  -0.226
C2 -0.171 -0.077 -1.072  0.521
C3 0.109 -1.480 -0.366  -1.171
S1 -0.630 0.045 -2.613  -0.401
H1 -0.014 0.062 1.402  0.243
H2 -0.768 1.561 1.565  0.338
H3 1.050 1.407 1.584  0.288
H4 -0.009 1.918 -0.837  0.230
H5 1.081 -1.670 0.171  0.312
H6 -0.641 -1.619 0.430  0.349
H7 -0.032 -2.276 -1.129  0.291

Output
E_LUMO   0.0296 hartree
SMILES   CNC(C)=S

***

<b>
DFT (ωB97M-V/def2-TZVPD) results for 2 unconnected molecules or ions with the total composition C3H7NS.

Last column: Mulliken charge in e.
Geometry (Å):
C1 -1.480 -0.683 0.473  -0.646
C2 -2.299 0.188 -0.090  -0.397
C3 1.600 0.100 -0.673  -0.522
N1 3.879 0.702 0.388  -0.567
S1 3.013 -0.525 -0.044  0.230
H1 -1.135 -0.481 1.479  0.229
H2 -1.154 -1.702 0.114  0.324
H3 -2.473 -0.009 -1.177  0.188
H4 -2.537 1.096 0.314  0.306
H5 0.757 -0.630 -0.895  0.258
H6 1.670 1.115 -0.831  0.360
H7 4.861 0.720 0.538  0.238

Output
E_LUMO   -0.0011 hartree

***

Energetically preferred structure: <a> | next structure: +74.7 kcal/mol